C30H27N9O2PdS as an isolated structure in a non-equilibrium geometry. Source: the Open Molecules 2025 dataset; level of theory: ωB97M-V with the def2-TZVPD basis set.

For the frontier orbital gap, the calculation gives 7.095 eV. Its energy above the lowest of the compared OMol25 structures with the same formula, charge and spin is 0.355 eV. The energy is -63369.3542 eV. Its charge is 0.

The geometry in XYZ format:
```
70
Properties=species:S:1:pos:R:3:nbo_charge:R:1
Pd -0.374 -0.056 -0.005 0.876
C -6.758 -1.333 -2.283 -0.624
C -5.538 -0.706 -1.662 -0.036
C -5.274 0.658 -1.791 -0.201
C -4.128 1.213 -1.266 -0.225
C -3.182 0.449 -0.564 0.141
N -2.014 1.005 -0.095 -0.594
C -1.955 2.279 0.448 0.133
C -3.004 2.790 1.222 -0.221
C -2.944 4.035 1.810 -0.201
C -1.811 4.837 1.673 -0.029
C -1.702 6.170 2.363 -0.625
C -0.768 4.346 0.909 -0.223
C -0.831 3.100 0.294 0.164
N 0.287 2.696 -0.527 -0.152
C 1.372 3.412 -0.848 0.021
C 2.146 2.666 -1.712 -0.332
C 1.447 1.474 -1.857 0.012
N 0.314 1.495 -1.159 -0.292
C -3.476 -0.914 -0.403 0.151
C -4.624 -1.470 -0.961 -0.226
N -2.628 -1.782 0.382 -0.149
C -2.886 -3.047 0.763 -0.004
C -1.878 -3.471 1.599 -0.323
C -1.014 -2.383 1.684 0.008
N -1.480 -1.366 0.965 -0.276
H -7.612 -0.655 -2.247 0.217
H -7.039 -2.251 -1.767 0.211
H -6.586 -1.584 -3.332 0.218
H -5.969 1.289 -2.333 0.211
H -3.923 2.269 -1.394 0.222
H -3.878 2.165 1.355 0.222
H -3.780 4.384 2.405 0.211
H -2.666 6.678 2.395 0.216
H -0.994 6.824 1.854 0.212
H -1.359 6.055 3.394 0.220
H 0.115 4.960 0.796 0.203
H 1.529 4.404 -0.467 0.225
H 3.081 2.953 -2.160 0.237
H 1.678 0.601 -2.447 0.232
H -4.828 -2.525 -0.843 0.201
H -3.778 -3.556 0.450 0.223
H -1.788 -4.429 2.079 0.239
H -0.086 -2.263 2.223 0.259
N 7.957 -1.142 -0.393 -0.796
C 6.637 -0.988 0.019 0.185
C 5.744 -0.229 -0.740 -0.271
C 4.441 -0.051 -0.316 -0.179
C 4.012 -0.621 0.876 -0.309
C 4.892 -1.377 1.637 -0.141
C 6.199 -1.547 1.220 -0.283
S 2.336 -0.494 1.377 2.328
O 2.206 -1.246 2.600 -0.966
O 1.986 0.907 1.396 -0.977
N 1.417 -1.115 0.185 -0.955
C 1.539 -2.429 -0.215 0.553
N 0.574 -2.868 -1.039 -0.505
C 0.679 -4.121 -1.454 0.096
C 1.713 -4.961 -1.075 -0.369
C 2.654 -4.402 -0.227 0.101
N 2.585 -3.152 0.207 -0.507
H 8.130 -1.017 -1.376 0.378
H 8.448 -1.932 -0.007 0.379
H 6.081 0.225 -1.665 0.205
H 3.752 0.540 -0.904 0.224
H 4.537 -1.832 2.551 0.245
H 6.889 -2.125 1.824 0.209
H -0.105 -4.468 -2.120 0.190
H 1.780 -5.982 -1.420 0.222
H 3.504 -4.982 0.121 0.191
```